Entry 1:
Below is the ion C10H20P with charge +1 at a distorted geometry, with properties calculated with the ωB97M-V functional and the def2-TZVPD basis.

Last column: Löwdin charge in e.
Geometry (Å):
C  3.8876  -0.0955  -0.2944  0.06
C  2.7736  -0.5454  0.2701  -0.47
C  -0.5973  2.1743  0.3044  -0.24
C  -1.5293  1.0887  0.7492  -0.18
C  0.8629  1.7357  0.4967  -0.28
C  -2.4923  0.5580  0.0079  -0.13
C  2.6940  -1.5722  1.3564  -0.10
C  -3.3938  -1.7280  -0.4580  -0.10
C  0.9690  0.1539  -2.0367  -0.17
C  -3.4138  -0.5171  0.4787  -0.25
P  1.1619  0.1034  -0.2429  1.03
H  3.8817  0.6434  -1.0798  0.07
H  4.8596  -0.4492  0.0104  0.09
H  -0.7905  2.4390  -0.7355  0.11
H  -0.7616  3.0680  0.9103  0.12
H  0.2223  -0.7664  0.2598  0.06
H  -1.3901  0.7564  1.7717  0.12
H  1.5641  2.4482  0.0507  0.11
H  1.0999  1.6536  1.5627  0.11
H  -2.6610  0.9110  -1.0020  0.12
H  2.2265  -2.4834  0.9759  0.09
H  2.0897  -1.2109  2.1901  0.08
H  3.6860  -1.8232  1.7221  0.09
H  -3.6400  -1.4328  -1.4756  0.07
H  -4.1230  -2.4645  -0.1330  0.08
H  -2.4099  -2.2001  -0.4615  0.07
H  -0.0326  0.5028  -2.2908  0.06
H  1.1205  -0.8440  -2.4500  0.07
H  1.7100  0.8336  -2.4629  0.07
H  -3.1414  -0.8218  1.4928  0.11
H  -4.4328  -0.1154  0.5134  0.12

Calculated values
E_tot: -734.11319 Ha
total charge: +1
relative energy (zero: lowest compared OMol25 entry of this formula, charge and spin): 1.4 kcal per mole
highest occupied orbital energy: -12.8379 eV
Kohn-Sham gap: 9.90 eV
2S+1: 1

---

Entry 2:
Below is a structure of composition C12H24FLiN6O5 at a distorted geometry, with properties calculated with the ωB97M-V functional and the def2-TZVPD basis.

Last column: Löwdin charge in e.
Geometry (Å):
Li  -0.3832  -0.0986  -0.4077  0.57
N  -0.7601  1.0988  -2.1273  -0.01
C  0.2789  2.0769  -1.8639  -0.25
C  -0.0366  2.7697  -0.5429  -0.20
N  0.0613  1.8239  0.5546  -0.23
C  -0.9357  2.0048  1.5910  -0.18
C  -1.5144  0.6806  2.0833  -0.25
N  -1.9446  -0.1132  0.9548  -0.02
C  1.4237  1.7484  1.0497  -0.19
C  1.7506  0.3668  1.6099  -0.24
N  1.2906  -0.6358  0.6772  -0.01
H  -0.4153  0.4264  -2.8010  0.04
H  -1.5724  1.5524  -2.5312  0.09
H  0.3638  2.8268  -2.6658  0.12
H  1.2255  1.5397  -1.7920  0.11
H  -1.0586  3.1508  -0.5983  0.12
H  0.6384  3.6246  -0.3976  0.12
H  -1.7665  2.5803  1.1792  0.12
H  -0.5328  2.5608  2.4487  0.12
H  -2.3294  0.9119  2.7859  0.12
H  -0.7643  0.1091  2.6199  0.10
H  -2.8759  0.1513  0.6642  0.09
H  -1.9685  -1.0899  1.2203  0.05
H  1.6257  2.5209  1.8144  0.13
H  2.0901  1.9303  0.2059  0.12
H  1.2428  0.2275  2.5639  0.10
H  2.8348  0.3252  1.8071  0.12
H  1.2217  -1.5437  1.1164  0.07
H  1.9171  -0.7124  -0.1152  0.08
O  -0.7069  -2.9018  1.4434  -0.07
H  -0.7232  -2.6220  0.5122  -0.02
H  -1.1055  -3.7737  1.4692  0.04
F  -1.6167  0.6732  -6.0476  0.07
C  -0.7279  -0.3045  -5.7676  -0.17
C  -1.0151  -1.2062  -4.8070  0.02
N  -0.1809  -2.2291  -4.4905  -0.01
C  -0.4211  -2.9387  -3.2532  -0.03
C  -0.1149  -1.9400  -2.0865  -0.68
O  -0.8939  -1.9487  -1.1183  -0.09
O  0.8443  -1.1873  -2.2454  -0.01
C  1.0550  -2.3624  -5.1039  -0.47
O  1.8329  -3.2449  -4.8439  0.10
N  1.3082  -1.4192  -6.0803  0.22
C  0.5417  -0.3280  -6.4801  -0.41
O  0.9459  0.4609  -7.2998  0.10
H  -1.9361  -1.1446  -4.2422  0.16
H  0.2644  -3.7853  -3.1989  0.13
H  -1.4558  -3.2816  -3.2070  0.13
H  2.2237  -1.4928  -6.5133  0.17

Calculated values
E_tot: -1283.96042 Ha
highest occupied orbital energy: -8.6802 eV
Kohn-Sham gap: 8.96 eV
2S+1: 1

---

Entry 3:
Below is an isolated molecule of C16H26N6O5S, with properties calculated with the ωB97M-V functional and the def2-TZVPD basis.

Last column: Löwdin charge in e.
Geometry (Å):
C  0.6125  5.2389  -4.2364  -0.40
S  1.3401  4.7379  -2.6696  0.91
C  2.2818  3.2566  -3.1334  -0.61
C  2.9664  2.7120  -1.8782  -0.51
O  4.1038  2.2770  -1.9007  0.08
N  2.1973  2.6834  -0.7640  0.06
C  2.6363  1.9741  0.4207  -0.14
C  2.4693  0.4756  0.2821  -0.20
O  1.0896  0.1982  0.1316  -0.15
C  0.8374  -1.1675  -0.1352  -0.19
C  -0.6579  -1.3722  -0.2312  -0.12
N  -1.3402  -1.0951  1.0273  -0.09
C  -1.9188  0.2270  1.2110  -0.03
C  -1.4562  -2.1091  1.9131  -0.43
O  -0.9555  -3.2058  1.7327  0.07
C  -2.2339  -1.8013  3.1944  -0.04
N  -2.6006  -3.0044  3.8983  -0.12
C  -1.8366  -4.0046  4.3688  -0.12
N  -2.5907  -4.9111  4.9448  0.13
C  -3.8461  -4.4077  4.7841  -0.29
C  -5.0683  -5.1122  5.2842  -0.50
N  -4.7792  -6.2904  5.8866  0.16
O  -6.1861  -4.6621  5.1573  0.06
N  -3.8977  -3.2554  4.1560  0.19
C  1.5539  2.0811  -3.8462  -0.07
C  2.8183  1.8978  -4.7101  -0.35
O  2.6644  1.5798  -6.0706  -0.01
C  3.2700  3.3168  -4.3153  -0.08
H  -0.0110  6.1006  -4.0035  0.03
H  1.3682  5.5478  -4.9555  0.03
H  -0.0234  4.4661  -4.6647  0.03
H  1.2295  2.9478  -0.8464  0.10
H  3.6857  2.2059  0.5975  0.13
H  2.0517  2.3319  1.2686  0.13
H  3.0264  0.1195  -0.5922  0.13
H  2.8661  -0.0300  1.1715  0.13
H  1.3123  -1.4643  -1.0795  0.13
H  1.2447  -1.7973  0.6641  0.13
H  -1.0751  -0.7098  -0.9913  0.13
H  -0.8571  -2.4039  -0.5165  0.13
H  -1.9345  0.5087  2.2612  0.08
H  -1.2883  0.9469  0.6958  0.08
H  -2.9353  0.2867  0.8122  0.10
H  -1.6262  -1.1587  3.8364  0.14
H  -3.1663  -1.2829  2.9851  0.13
H  -0.7671  -4.0292  4.2516  0.13
H  -3.8270  -6.6068  5.9462  0.09
H  -5.5360  -6.8436  6.2461  0.11
H  1.2086  1.2544  -3.2245  0.12
H  0.7211  2.4396  -4.4541  0.10
H  3.4842  1.1462  -4.2929  0.15
H  2.1151  2.2534  -6.4854  0.09
H  2.9446  4.0404  -5.0647  0.10
H  4.3157  3.4735  -4.0672  0.12

Calculated values
E_tot: -1728.23377 Ha
relative energy (zero: lowest compared OMol25 entry of this formula, charge and spin): 41.7 kcal per mole
highest occupied orbital energy: -9.1197 eV
SMILES string: CS[C@]1(C(=O)NCCOCCN(C)C(=O)Cn2cnc(C(N)=O)n2)C[C@H](O)C1
Kohn-Sham gap: 9.40 eV
2S+1: 1

---

Entry 4:
Below is an isolated molecule of C2H9N5 at a distorted geometry, with properties calculated with the ωB97M-V functional and the def2-TZVPD basis.

Last column: Löwdin charge in e.
Geometry (Å):
N  -1.3795  -2.2474  0.4840  -0.03
C  -0.5213  -0.8466  0.6914  -0.06
C  -0.6909  -0.2152  -0.4144  -0.24
N  -0.5837  -0.4510  -1.7355  0.08
N  0.3434  1.1974  0.1183  -0.32
N  0.7692  1.6280  1.3778  -0.02
N  1.4113  1.2143  -0.7989  -0.04
H  -2.3826  -2.1531  0.6290  0.03
H  -1.2292  -2.6810  -0.4269  0.03
H  -0.4593  -0.6738  1.7515  0.08
H  0.3721  -0.7841  -1.9126  0.11
H  -0.7607  0.3822  -2.2901  0.10
H  1.2126  0.8735  1.9121  0.06
H  -0.0511  1.9244  1.9013  0.07
H  2.1907  0.6606  -0.4361  0.06
H  1.7590  2.1718  -0.8508  0.07

Calculated values
E_tot: -355.16594 Ha
relative energy (zero: lowest compared OMol25 entry of this formula, charge and spin): 146.2 kcal per mole
highest occupied orbital energy: -7.5539 eV
SMILES string: N/C=C(\N)N(N)N
Kohn-Sham gap: 8.23 eV
2S+1: 1

---

Entry 5:
Below is a structure of composition C23H36F15NO12Si2, with properties calculated with the ωB97M-V functional and the def2-TZVPD basis.

Last column: Löwdin charge in e.
Geometry (Å):
N  -1.3651  -1.5529  -1.2866  0.12
C  -0.4438  -1.1346  -0.2765  -0.49
O  0.2220  -1.9465  0.3196  0.09
C  -0.3478  0.3456  0.0282  -0.20
C  1.1055  0.8403  0.1437  -0.29
Si  1.1260  2.5030  0.9723  0.48
O  2.6744  3.0593  1.1580  -0.50
Si  2.9748  4.6010  1.6776  0.50
H  -1.4441  -0.8287  -1.9944  0.07
H  -2.2901  -1.6892  -0.8886  0.10
H  -0.8777  0.5252  0.9747  0.12
H  -0.8777  0.9411  -0.7215  0.08
H  1.6906  0.1301  0.7382  0.08
H  1.5736  0.9070  -0.8439  0.07
H  0.4674  2.3797  2.2949  0.00
H  0.3818  3.4592  0.1183  -0.01
H  4.4045  4.9026  1.4922  -0.07
H  2.1829  5.5488  0.8610  -0.06
H  2.5426  4.7443  3.0830  -0.06
C  1.9231  -0.7856  -6.4727  -0.05
C  0.9332  -1.0686  -5.3668  -0.18
O  0.9116  -0.0099  -4.3744  0.04
C  0.2255  1.0689  -4.7038  -0.40
O  -0.3794  1.2779  -5.7132  0.17
C  0.2495  2.0697  -3.5256  -0.54
F  1.4817  2.2283  -3.0404  0.17
F  -0.5302  1.5979  -2.5329  0.13
F  -0.2200  3.2488  -3.9015  0.19
H  2.9194  -0.6226  -6.0604  0.08
H  1.9580  -1.6326  -7.1565  0.09
H  1.6368  0.0978  -7.0407  0.08
H  1.2178  -1.9605  -4.8122  0.13
H  -0.0732  -1.2072  -5.7505  0.09
C  3.0476  0.1430  4.8663  -0.05
C  2.3473  0.3769  6.1856  -0.19
O  3.1156  1.2439  7.0539  0.03
C  3.0506  2.5347  6.7823  -0.41
O  2.4305  3.0658  5.9105  0.16
C  3.8921  3.3236  7.8111  -0.55
F  5.0970  2.7747  7.9784  0.17
F  3.2635  3.3240  8.9970  0.16
F  4.0484  4.5804  7.4177  0.18
H  4.0481  -0.2568  5.0319  0.09
H  2.4796  -0.5710  4.2707  0.08
H  3.1398  1.0681  4.2987  0.07
H  2.2467  -0.5491  6.7459  0.13
H  1.3546  0.8027  6.0465  0.13
C  -2.4280  -1.0527  -11.6569  -0.06
C  -2.6842  -0.0216  -10.5818  -0.18
O  -3.0181  -0.6426  -9.3178  0.04
C  -2.0068  -1.1181  -8.6196  -0.40
O  -0.8436  -1.0983  -8.8943  0.17
C  -2.5289  -1.7098  -7.2918  -0.54
F  -3.5717  -2.5182  -7.4777  0.18
F  -2.8964  -0.7316  -6.4594  0.17
F  -1.5521  -2.4085  -6.7052  0.14
H  -3.2865  -1.7164  -11.7601  0.08
H  -2.2546  -0.5538  -12.6096  0.08
H  -1.5546  -1.6588  -11.4216  0.08
H  -3.5508  0.5886  -10.8223  0.13
H  -1.8299  0.6383  -10.4383  0.13
C  0.2660  5.0547  11.8543  -0.06
C  0.6158  3.6225  11.5193  -0.19
O  -0.3299  2.6945  12.0970  0.04
C  -1.4782  2.5614  11.4573  -0.41
O  -1.8232  3.1075  10.4522  0.17
C  -2.3565  1.5185  12.1877  -0.55
F  -2.3878  1.7489  13.5027  0.17
F  -1.8565  0.2922  11.9871  0.17
F  -3.5975  1.5515  11.7204  0.18
H  0.1949  5.1856  12.9343  0.08
H  1.0367  5.7213  11.4691  0.08
H  -0.6884  5.3394  11.4143  0.08
H  1.5744  3.3457  11.9509  0.13
H  0.6686  3.4609  10.4437  0.12
C  -1.0484  -4.3239  -3.2904  -0.06
C  -1.4166  -4.8309  -4.6654  -0.20
O  -1.4445  -6.2750  -4.7292  0.04
C  -2.5267  -6.8552  -4.2430  -0.41
O  -3.4899  -6.3295  -3.7698  0.17
C  -2.4076  -8.3882  -4.4105  -0.55
F  -1.2155  -8.8290  -4.0010  0.17
F  -2.5536  -8.7109  -5.7026  0.17
F  -3.3518  -9.0045  -3.7115  0.18
H  -0.0952  -4.7456  -2.9695  0.09
H  -0.9636  -3.2398  -3.2989  0.05
H  -1.7976  -4.5952  -2.5489  0.08
H  -0.6606  -4.5344  -5.3886  0.12
H  -2.3756  -4.4378  -4.9997  0.12

Calculated values
E_tot: -3932.77649 Ha
highest occupied orbital energy: -10.0865 eV
Kohn-Sham gap: 10.54 eV
2S+1: 1